Formula: C16H8Cl3N4O6S2Ti
Source: the Open Molecules 2025 dataset
Level of theory: the ωB97M-V functional and the def2-TZVPD basis

Last column: Löwdin spin population.
Atoms and positions in Å:
1 Ti -0.0267 -0.5157 0.7859  0.9485
2 C -1.9953 2.4054 0.9851  0.0057
3 C -2.8094 1.6739 0.0850  0.0038
4 C -2.9059 0.3662 0.5465  -0.0004
5 C -2.1278 0.2481 1.7394  0.0049
6 C -1.5904 1.5481 2.0040  -0.0013
7 H -1.6946 3.4399 0.8752  0.0005
8 H -3.2446 2.0514 -0.8320  0.0002
9 H -3.4688 -0.4337 0.0873  0.0000
10 H -2.2304 -0.5430 2.4715  0.0041
11 H -0.9719 1.8086 2.8505  0.0000
12 S 0.0806 -2.2829 2.5046  0.0034
13 C 1.4618 -3.2493 2.0467  0.0038
14 C 1.7375 -4.3683 2.8930  0.0001
15 N 1.9623 -5.2604 3.5885  0.0003
16 C 2.2549 -3.0081 0.9673  0.0004
17 S 2.0505 -1.7026 -0.1509  -0.0054
18 C 3.3520 -3.8931 0.7024  -0.0005
19 N 4.2335 -4.5945 0.4596  -0.0005
20 O 3.2139 4.1893 -0.5487  -0.0003
21 C 2.4992 3.8855 -1.6228  -0.0001
22 O 2.5986 4.5175 -2.6526  0.0002
23 C 1.5606 2.7524 -1.4866  0.0023
24 C 0.7073 2.2906 -2.4718  0.0110
25 N 0.0125 1.2673 -1.9553  0.0014
26 N 0.3625 1.0465 -0.6980  0.0009
27 C 1.2880 1.9221 -0.3805  0.0139
28 C 1.8029 1.7789 1.0166  0.0023
29 O 2.6473 2.5807 1.4329  0.0040
30 O 1.2851 0.8031 1.6417  -0.0058
31 H 3.0303 3.5720 0.2281  -0.0001
32 H 0.5644 2.6348 -3.4816  0.0007
33 H -0.7062 0.6634 -2.3616  0.0000
34 Cl -1.1580 -4.2511 -1.7922  0.0001
35 C -2.4057 -3.0139 -1.5430  -0.0002
36 Cl -3.7151 -3.2565 -2.7225  -0.0001
37 Cl -3.0577 -3.1444 0.0920  0.0002
38 C -1.7127 -1.6243 -1.7462  0.0007
39 O -1.9598 -0.9663 -2.7436  0.0010
40 O -0.9246 -1.3375 -0.8138  0.0000

Computed properties:
LUMO (alpha / beta): 4.2 / 4.2 eV
Frontier orbital gap (alpha / beta): 6.489 / 6.488 eV
Molecular weight: 570.62 g mol⁻¹
2S+1: 2
HOMO energy (alpha / beta): -0.0832 / -0.0832 Ha
Net charge: -2
Energy: -4311.6954 hartree
Largest force on an atom: 0.4 eV Å⁻¹
Energy relative to the best compared isomer or geometry (same formula, charge and spin): 18.20 kcal per mole

=====

Formula: C16H9ClO3
Source: the Open Molecules 2025 dataset
Level of theory: the ωB97M-V functional and the def2-TZVPD basis

Last column: natural (NBO) charge in e.
Atoms and positions in Å:
1 O -4.6680 3.0813 -2.2484  -0.4702
2 C -3.5953 2.6787 -2.4778  0.5830
3 Cl -3.2450 1.9397 -4.0682  -0.0978
4 C -2.4092 2.8026 -1.5686  -0.5441
5 C -1.8637 1.5106 -0.9952  0.0110
6 C -2.3419 0.2395 -1.2985  -0.2046
7 C -1.8062 -0.8891 -0.6891  -0.1485
8 C -0.7621 -0.7539 0.2092  -0.1380
9 C -0.2571 0.5149 0.5116  -0.0428
10 C -0.8206 1.6332 -0.0774  -0.1843
11 C 0.8824 0.6146 1.4615  0.5264
12 O 1.0070 1.5239 2.2387  -0.5030
13 C 1.8476 -0.5123 1.3651  -0.0529
14 C 3.2171 -0.3368 1.5214  -0.1906
15 C 4.0594 -1.4364 1.3828  -0.1921
16 C 3.5458 -2.7005 1.1091  -0.1932
17 C 2.1742 -2.8838 0.9630  -0.1587
18 C 1.3338 -1.7830 1.0842  -0.1453
19 C -0.1358 -1.9186 0.8919  0.5495
20 O -0.7653 -2.8718 1.2692  -0.5004
21 H -1.6252 3.3391 -2.0995  0.2550
22 H -2.7443 3.4169 -0.7390  0.2525
23 H -3.1416 0.1178 -2.0087  0.2254
24 H -2.1879 -1.8761 -0.8988  0.2338
25 H -0.4340 2.6119 0.1749  0.2266
26 H 3.6275 0.6377 1.7351  0.2319
27 H 5.1244 -1.3000 1.4876  0.2194
28 H 4.2148 -3.5408 1.0149  0.2200
29 H 1.7692 -3.8593 0.7489  0.2320

Computed properties:
LUMO: -0.8 eV
SMILES: O=C(Cl)Cc1ccc2c(c1)C(=O)c1ccccc1C2=O
Frontier orbital gap: 8.996 eV
Molecular weight: 284.70 g mol⁻¹
2S+1: 1
HOMO energy: -0.3584 Ha
Net charge: 0
Energy: -1301.0517 hartree
Largest force on an atom: 1.3 eV Å⁻¹

=====

Formula: C16H9F3N3O5S2
Source: the Open Molecules 2025 dataset
Level of theory: the ωB97M-V functional and the def2-TZVPD basis

Last column: natural (NBO) charge in e.
Atoms and positions in Å:
1 C -2.6919 -0.1737 0.2449  -0.3733
2 N -3.1841 -0.6669 -0.9816  0.4740
3 O -4.2120 -0.1592 -1.4910  -0.4462
4 O -2.4631 -1.5394 -1.5576  -0.5103
5 C -2.5983 -1.0594 1.3970  0.1195
6 C -2.6184 -2.4267 1.0916  -0.2762
7 C -3.0604 -3.3730 2.0229  -0.1498
8 C -3.3695 -2.9640 3.3341  -0.2948
9 C -4.1409 -3.7904 4.1924  0.3128
10 N -4.8277 -4.4421 4.8895  -0.4100
11 C -2.9994 -1.6663 3.7388  -0.1404
12 C -2.6382 -0.7209 2.7836  -0.3088
13 H -3.0831 0.8165 0.5070  0.1804
14 H -2.3118 -2.6824 0.0937  0.2528
15 H -3.0766 -4.4109 1.6879  0.2151
16 H -2.8762 -1.4110 4.8012  0.2087
17 H -2.3206 0.2311 3.1788  0.2031
18 F 2.2188 1.6529 -3.7240  -0.3249
19 C 1.4780 2.4060 -2.8638  0.8533
20 F 2.2403 2.7068 -1.7675  -0.3221
21 F 1.0816 3.5571 -3.4800  -0.3168
22 S 0.0017 1.2292 -2.4841  0.4155
23 N -0.6650 1.7279 -0.9011  -0.8377
24 C -0.4781 1.1013 0.3317  0.6931
25 O -0.0146 -0.0193 0.4763  -0.5210
26 C -1.0330 2.0682 1.3171  -0.1351
27 C -2.0792 2.7874 0.7478  -0.2848
28 C -3.0928 3.3116 1.5640  -0.1739
29 C -2.7921 3.5064 2.9158  -0.2029
30 C -1.6493 2.8755 3.4469  -0.1977
31 C -0.8129 2.0202 2.6818  -0.1769
32 S -2.0534 2.7631 -1.0332  2.2980
33 O -1.8163 4.1053 -1.4861  -0.8995
34 O -3.0993 2.0232 -1.6634  -0.8570
35 H -4.0061 3.6960 1.1012  0.2365
36 H -3.4101 4.1761 3.5244  0.2261
37 H -1.4303 3.0885 4.5040  0.2165
38 H 0.0224 1.3667 2.9835  0.2546

Computed properties:
LUMO: 2.0 eV
Frontier orbital gap: 5.749 eV
Molecular weight: 444.39 g mol⁻¹
2S+1: 1
HOMO energy: -0.1361 Ha
Net charge: -1
Energy: -2251.4134 hartree
Largest force on an atom: 4.5 eV Å⁻¹
Energy relative to the best compared isomer or geometry (same formula, charge and spin): 56.88 kcal per mole

=====

Formula: C17H11BeBrN6O12S
Source: the Open Molecules 2025 dataset
Level of theory: the ωB97M-V functional and the def2-TZVPD basis

Last column: natural (NBO) charge in e.
Atoms and positions in Å:
1 Be -0.9095 -0.7668 -1.5586  1.7287
2 O -1.9406 -0.7157 -4.3896  -1.0491
3 S -0.5355 -1.0871 -4.2574  2.6028
4 O -0.1050 -2.2082 -5.0667  -1.0225
5 O -0.3103 -1.4771 -2.7763  -1.2434
6 O 0.3389 0.1034 -4.4879  -0.9899
7 Br 3.4579 4.4786 -4.5639  -0.0346
8 C 1.9102 3.4324 -4.1578  -0.1929
9 C 0.8713 3.3525 -5.0762  0.0358
10 N -0.2307 2.6604 -4.8640  -0.4622
11 C -0.2850 1.8789 -3.7576  0.2120
12 C 0.6003 2.1215 -2.6808  -0.2573
13 C 1.7415 2.8663 -2.9095  -0.1450
14 C 0.3717 1.5735 -1.3229  0.8210
15 O 1.0559 1.9410 -0.3664  -0.7068
16 O -0.5930 0.7107 -1.1743  -0.9890
17 H 0.9243 3.9267 -5.9980  0.1747
18 H -1.2648 1.4743 -3.5480  0.2275
19 H 2.4512 3.0147 -2.1070  0.2338
20 O -3.2363 -2.7117 0.6281  -0.6589
21 C -2.5321 -1.7517 0.3511  0.7958
22 O -2.2031 -1.3576 -0.8175  -0.8964
23 C -1.9690 -0.9456 1.5209  -0.1312
24 C -1.6516 -1.6252 2.6880  -0.1574
25 C -1.0008 -0.9507 3.7057  0.0565
26 C -0.6847 0.3922 3.6263  -0.2331
27 C -1.0813 1.0508 2.4819  0.0799
28 C -1.7135 0.4178 1.4262  -0.1429
29 N -0.7779 2.4892 2.3793  0.5302
30 O -1.4685 3.1586 1.6475  -0.3518
31 O 0.1378 2.9168 3.0626  -0.4055
32 N -0.5837 -1.6904 4.9060  0.5287
33 O 0.1104 -1.1073 5.7206  -0.4072
34 O -0.9413 -2.8448 5.0167  -0.3770
35 H -1.8811 -2.6769 2.7720  0.2688
36 H -0.1548 0.8986 4.4164  0.2674
37 H -1.9447 0.9644 0.5252  0.2918
38 N 2.4567 -0.3784 2.7370  -0.8069
39 C 1.7774 -1.3291 2.0050  0.3422
40 C 1.2369 -0.9937 0.7464  -0.0419
41 N 0.5794 -1.8772 0.0298  -0.3989
42 C 0.4622 -3.1149 0.5274  -0.0634
43 C 0.9976 -3.4352 1.7543  -0.0064
44 N 1.6526 -2.5467 2.5144  -0.4723
45 H 2.2558 0.5811 2.4981  0.3986
46 H 2.4970 -0.5698 3.7259  0.3884
47 H 1.3160 0.0221 0.3703  0.2495
48 H -0.0886 -3.8325 -0.0671  0.2190
49 H 0.8847 -4.4324 2.1644  0.1908

Computed properties:
LUMO: 3.3 eV
Frontier orbital gap: 5.791 eV
Molecular weight: 612.29 g mol⁻¹
2S+1: 1
HOMO energy: -0.0929 Ha
Net charge: -2
Energy: -4872.9768 hartree
Largest force on an atom: 1.4 eV Å⁻¹
Energy relative to the best compared isomer or geometry (same formula, charge and spin): 12.85 kcal per mole

=====

Formula: C17H11F3NO3S2
Source: the Open Molecules 2025 dataset
Level of theory: the ωB97M-V functional and the def2-TZVPD basis

Last column: natural (NBO) charge in e.
Atoms and positions in Å:
1 F 8.1509 -1.3485 -0.4828  -0.3259
2 C 6.9280 -1.0111 0.0270  0.8217
3 F 6.3893 -2.0962 0.6390  -0.3109
4 F 7.0951 -0.0280 0.9527  -0.3187
5 S 5.8996 -0.4375 -1.3586  0.4265
6 N 4.3562 -0.6372 -0.6422  -0.8477
7 C 3.6463 -1.8531 -0.7255  0.6731
8 O 4.1253 -2.9021 -1.1280  -0.5518
9 C 2.2769 -1.5255 -0.3037  -0.1989
10 C 2.0464 -0.1647 -0.1757  -0.2572
11 C 0.7648 0.3678 -0.2315  -0.2148
12 C -0.2688 -0.5362 -0.4825  -0.1238
13 C -0.0655 -1.9159 -0.3249  -0.2021
14 C 1.2214 -2.4435 -0.2712  -0.1515
15 S 3.4415 0.8366 -0.4584  2.2969
16 O 3.9091 1.5294 0.7060  -0.8831
17 O 3.2867 1.5041 -1.7194  -0.8898
18 H 0.6046 1.4377 -0.1244  0.2415
19 H -1.2286 -0.1172 -0.7983  0.2788
20 H -0.9213 -2.5752 -0.2577  0.2377
21 H 1.4572 -3.5054 -0.2218  0.2337
22 C -2.5188 -0.1723 1.1772  -0.3864
23 C -3.1235 -1.2688 0.4955  -0.2790
24 C -4.2345 -0.7831 -0.2466  -0.3715
25 C -4.4318 0.5945 0.0831  -0.0982
26 C -3.3286 0.9945 0.9553  -0.1072
27 C -3.1243 2.3485 1.2164  -0.2129
28 C -4.0875 3.2820 0.8142  -0.2863
29 C -5.2367 2.8725 0.1106  -0.2789
30 C -5.3748 1.5460 -0.3160  -0.2187
31 H -1.6541 -0.1907 1.8398  0.1912
32 H -2.7607 -2.2963 0.4860  0.1779
33 H -4.8347 -1.3353 -0.9709  0.1892
34 H -2.1956 2.6599 1.7057  0.1857
35 H -3.9587 4.3345 1.0590  0.1872
36 H -6.0242 3.6009 -0.1078  0.1866
37 H -6.2264 1.2350 -0.9193  0.1880

Computed properties:
LUMO: 1.8 eV
Frontier orbital gap: 4.673 eV
Molecular weight: 398.41 g mol⁻¹
2S+1: 1
HOMO energy: -0.1042 Ha
Net charge: -1
Energy: -2030.8658 hartree
Largest force on an atom: 2.5 eV Å⁻¹
Energy relative to the best compared isomer or geometry (same formula, charge and spin): 0.00 kcal per mole

=====

Formula: C17H11F5N2OS2Zr
Source: the Open Molecules 2025 dataset
Level of theory: the ωB97M-V functional and the def2-TZVPD basis

Last column: natural (NBO) charge in e.
Atoms and positions in Å:
1 Zr 0.7015 -0.4862 -0.2065  2.0509
2 N -1.4237 0.0677 0.2754  -0.9333
3 C -2.1430 -1.2000 0.5251  0.0589
4 C -3.5001 -1.2128 0.7039  -0.1485
5 C -4.1801 -2.4111 0.9811  -0.1731
6 C -3.4877 -3.5842 1.0899  -0.1210
7 C -2.0857 -3.6052 0.9157  -0.1094
8 C -1.3114 -4.7768 1.0585  -0.0191
9 C 0.0537 -4.7292 0.9157  -0.2564
10 C 0.6542 -3.5158 0.5919  0.1414
11 N -0.0407 -2.3913 0.4278  -0.6573
12 C -1.4050 -2.4036 0.6103  0.2286
13 H -1.9196 0.5658 -0.4665  0.4525
14 H -1.5108 0.6575 1.1060  0.4417
15 H -4.0643 -0.2890 0.6398  0.2491
16 H -5.2511 -2.3917 1.1250  0.2616
17 H -3.9966 -4.5130 1.3132  0.2535
18 H -1.8081 -5.7096 1.2966  0.2562
19 H 0.6648 -5.6105 1.0433  0.2693
20 H 1.7272 -3.4467 0.4714  0.2399
21 C 5.5746 0.3864 0.5316  -0.2761
22 O 4.4430 -0.0490 1.3303  -0.4212
23 C 3.2337 0.1294 0.9554  0.1495
24 S 2.7798 0.9432 -0.4907  -0.0858
25 S 2.0160 -0.5318 1.9768  -0.0847
26 H 6.4241 -0.1791 0.8964  0.2428
27 H 5.7423 1.4500 0.6899  0.2283
28 H 5.3982 0.1848 -0.5225  0.2132
29 F 2.2681 -1.9966 -1.5110  -0.3300
30 C 1.4314 -1.7799 -2.6120  0.3428
31 C 0.3745 -0.9569 -2.2922  -0.7550
32 C -0.5386 -0.6850 -3.2978  0.4325
33 F -1.5781 0.1088 -2.9771  -0.3114
34 C -0.3963 -1.2105 -4.5673  0.2701
35 F -1.2580 -0.9624 -5.5284  -0.2490
36 C 0.7011 -2.0396 -4.8258  0.3599
37 F 0.8441 -2.5497 -6.0202  -0.2366
38 C 1.6466 -2.3457 -3.8429  0.2766
39 F 2.6647 -3.1387 -4.1081  -0.2516

Computed properties:
LUMO: -8.1 eV
Frontier orbital gap: 7.424 eV
Molecular weight: 509.64 g mol⁻¹
2S+1: 1
HOMO energy: -0.5713 Ha
Net charge: +2
Energy: -2181.3955 hartree
Largest force on an atom: 1.0 eV Å⁻¹
Energy relative to the best compared isomer or geometry (same formula, charge and spin): 10.34 kcal per mole

=====

- Which formula does entry 2 have?
  C16H9ClO3